(1)
Molecular formula: C33H96BN19O21Pd2
Method: DFT, ωB97M-V/def2-TZVPD

Geometry as XYZ:
```
172
C33H96BN19O21Pd2 (ωB97M-V/def2-TZVPD)
N 0.024 0.275 -0.044
H 0.335 1.040 0.538
H -0.951 0.210 -0.298
H 0.207 -0.567 0.482
H 0.509 0.198 -0.927
Pd -1.116 -3.739 0.312
Pd -3.474 -1.144 -2.304
B 0.417 -2.294 0.976
H 0.466 -2.518 -0.078
H 1.200 -1.597 1.232
H -0.530 -1.813 1.170
H 0.524 -3.227 1.507
C -3.001 1.368 -1.656
O -2.371 0.447 -1.124
O -3.634 1.042 -2.654
O -3.127 2.461 -1.080
C -2.942 -3.637 -1.550
O -2.202 -2.654 -1.329
O -2.704 -4.716 -0.993
O -3.993 -3.392 -2.108
C 4.736 1.386 -1.412
O 4.029 0.464 -0.619
C 3.615 -0.719 -1.324
C 2.633 -0.463 -2.593
N 1.492 0.318 -2.127
C 0.567 0.597 -3.198
C 1.046 1.804 -4.025
O 1.550 2.789 -3.117
C 0.534 3.685 -2.692
H 3.879 1.798 -1.944
H 5.388 0.951 -2.169
H 5.027 2.191 -0.737
H 3.206 -1.432 -0.608
H 4.568 -1.143 -1.641
H 2.172 -1.383 -2.952
H 3.199 0.098 -3.336
H 1.831 1.220 -1.823
H -0.313 1.045 -2.737
H 0.291 -0.331 -3.699
H 0.193 2.126 -4.622
H 1.819 1.509 -4.734
H -0.182 3.098 -2.117
H 0.085 4.277 -3.490
H 0.915 4.347 -1.915
C 4.658 -0.251 3.595
O 3.415 0.415 3.778
C 3.030 1.056 2.477
C 1.790 1.902 2.748
N 1.059 2.323 1.561
C 1.903 2.966 0.507
C 2.136 4.524 0.788
O 0.971 5.235 1.079
C 1.209 6.608 1.477
H 4.693 -0.922 2.737
H 4.721 -0.822 4.521
H 5.549 0.376 3.554
H 2.720 0.171 1.921
H 3.900 1.559 2.054
H 2.118 2.800 3.271
H 1.122 1.460 3.488
H 0.407 3.060 1.792
H 1.399 2.777 -0.441
H 2.867 2.475 0.370
H 2.722 4.965 -0.018
H 2.820 4.635 1.630
H 1.757 6.687 2.416
H 0.316 7.197 1.682
H 1.818 7.114 0.728
C 3.662 -3.616 -7.476
O 2.620 -4.072 -6.538
C 1.965 -3.048 -5.839
C 0.932 -3.762 -4.854
N -0.325 -4.222 -5.495
C -1.185 -4.980 -4.614
C -0.975 -6.538 -4.771
O -0.854 -7.100 -6.065
C -2.148 -7.279 -6.668
H 3.232 -2.823 -8.088
H 4.027 -4.444 -8.084
H 4.503 -3.230 -6.900
H 1.445 -2.332 -6.476
H 2.688 -2.533 -5.207
H 0.739 -3.090 -4.017
H 1.423 -4.631 -4.418
H 0.029 -4.902 -6.152
H -2.215 -4.650 -4.747
H -0.953 -4.817 -3.561
H -1.761 -6.964 -4.146
H 0.008 -6.716 -4.336
H -2.171 -7.183 -7.753
H -2.754 -6.431 -6.348
H -2.758 -8.123 -6.344
C -3.154 5.280 2.792
O -1.986 4.552 3.214
C -1.180 5.313 4.111
C 0.057 4.504 4.470
N -0.288 3.470 5.490
C 0.744 2.915 6.307
C 1.268 3.906 7.331
O 2.124 3.039 8.065
C 2.986 3.762 8.897
H -2.965 6.312 2.499
H -3.878 5.269 3.606
H -3.746 4.851 1.982
H -1.615 5.743 5.013
H -0.763 6.142 3.540
H 0.742 5.274 4.824
H 0.468 4.037 3.575
H -0.731 2.677 5.047
H 1.570 2.410 5.806
H 0.396 2.109 6.953
H 0.488 4.461 7.851
H 1.936 4.596 6.814
H 3.700 3.077 9.354
H 2.455 4.297 9.684
H 3.564 4.485 8.321
C -5.381 -0.713 0.434
O -4.925 -0.974 -0.658
N -6.100 -1.543 1.092
N -5.397 0.511 0.916
H -6.188 -2.460 0.679
H -6.695 -1.195 1.831
H -5.612 0.613 1.898
H -4.790 1.177 0.462
C -2.127 5.699 -0.795
O -1.650 6.819 -0.827
N -3.306 5.342 -1.176
N -1.467 4.686 -0.273
H -3.895 6.015 -1.646
H -3.400 4.341 -1.265
H -0.574 4.906 0.146
H -1.903 3.792 -0.448
C -3.020 -3.465 2.985
O -2.665 -3.244 1.823
N -4.178 -3.956 3.344
N -2.221 -3.399 4.010
H -4.497 -4.177 4.277
H -4.858 -4.091 2.609
H -2.604 -3.532 4.935
H -1.354 -2.884 3.946
C -1.874 -0.723 -5.139
O -2.289 -1.374 -4.175
N -2.072 0.548 -5.237
N -1.174 -1.231 -6.080
H -2.621 0.963 -4.498
H -1.659 1.067 -6.000
H -0.711 -0.789 -6.862
H -0.920 -2.207 -6.135
C -2.184 1.101 2.622
O -1.706 1.122 3.736
N -2.395 0.061 1.857
N -2.286 2.140 1.858
H -2.627 0.240 0.891
H -2.156 -0.841 2.245
H -2.087 3.022 2.306
H -2.721 2.042 0.952
C 1.034 -3.033 4.558
O 1.319 -3.007 5.717
N 0.590 -1.991 3.979
N 1.289 -4.072 3.784
H 0.753 -1.955 2.983
H 0.373 -1.139 4.476
H 1.018 -3.788 2.854
H 1.956 -4.744 4.136
C 1.477 -5.547 -1.015
O 0.400 -4.978 -0.921
N 1.633 -6.692 -1.663
N 2.637 -5.197 -0.493
H 2.483 -7.206 -1.480
H 0.806 -7.237 -1.858
H 3.479 -5.749 -0.576
H 2.658 -4.358 0.070
```

As for the expectation value of S²: 6.01. As for the molar mass: 1318.895 g mol⁻¹. The frontier orbital gap (spin up / spin down) is 8.016 / 6.482 eV. The spin multiplicity is 5. As for the net charge: 0. Its HOMO energy (spin up / spin down) is -0.29368 / -0.29009 Ha.

(2)
Molecular formula: C33H97FN2O22P2
Method: DFT, ωB97M-V/def2-TZVPD

Geometry as XYZ:
```
157
C33H97FN2O22P2 (ωB97M-V/def2-TZVPD)
C -0.940 -3.900 2.888
C -0.253 -3.350 1.554
O 1.167 -3.061 1.729
P 1.575 -1.879 0.550
O 3.103 -1.923 0.422
C 0.910 -0.222 1.192
C 1.916 1.000 0.957
P 1.830 2.364 2.259
N 3.471 1.892 2.810
C 2.535 4.075 1.848
C 2.046 4.699 0.466
F 2.203 3.834 -0.663
C 0.030 2.845 1.836
O -0.370 2.584 0.465
C -1.701 3.190 0.341
O -2.594 2.428 -0.490
C -2.734 1.060 -0.039
C -3.051 0.884 1.529
O -3.731 -0.418 1.673
C 1.224 2.103 4.077
C 0.742 3.343 4.784
C 0.195 3.236 6.211
C 0.230 1.789 6.707
C 0.800 0.714 5.819
N 1.318 0.758 4.503
O 0.789 -2.337 -0.891
C 0.962 -1.350 -1.951
C -0.380 -1.454 -2.890
H -0.509 -3.466 3.845
H -0.864 -5.035 2.882
H -2.053 -3.623 2.817
H -0.807 -2.403 1.246
H -0.344 -4.129 0.723
H 0.558 -0.363 2.264
H -0.028 -0.008 0.568
H 2.977 0.559 1.016
H 1.828 1.376 -0.127
H 3.841 2.524 3.532
H 3.525 0.907 3.095
H 2.371 4.770 2.752
H 3.677 3.948 1.783
H 2.721 5.611 0.266
H 0.988 5.128 0.537
H -0.651 2.325 2.609
H -0.129 3.974 2.017
H -2.150 3.453 1.367
H -1.505 4.219 -0.169
H -3.642 0.630 -0.601
H -1.831 0.480 -0.417
H -3.770 1.650 1.965
H -2.132 0.824 2.198
H -3.024 -1.017 1.995
H 0.779 4.353 4.268
H -0.192 4.137 6.774
H -0.170 1.533 7.737
H 0.823 -0.338 6.283
H 1.914 -1.562 -2.535
H 1.007 -0.269 -1.593
H -0.773 -0.409 -3.119
H -1.191 -2.020 -2.305
H -0.098 -2.015 -3.842
C 3.672 -4.275 -2.203
O 2.644 -4.015 -1.271
H 3.321 -5.023 -2.915
H 3.923 -3.355 -2.736
H 4.555 -4.659 -1.681
H 2.984 -3.347 -0.651
C 4.990 6.969 2.432
O 3.947 7.225 3.362
H 4.647 6.220 1.718
H 5.241 7.889 1.899
H 5.869 6.591 2.961
H 4.274 7.890 3.983
C -3.236 7.394 -0.267
O -2.121 6.589 -0.626
H -3.736 6.939 0.588
H -2.896 8.396 0.004
H -3.934 7.452 -1.106
H -1.697 7.013 -1.383
C -2.290 4.385 -3.365
O -1.092 3.627 -3.438
H -2.674 4.535 -4.375
H -3.032 3.845 -2.771
H -2.082 5.356 -2.909
H -0.773 3.510 -2.533
C 2.722 9.004 6.558
O 3.941 9.116 5.836
H 1.952 8.623 5.888
H 2.850 8.311 7.393
H 2.423 9.986 6.932
H 4.606 9.453 6.448
C 5.190 -7.319 0.188
O 6.173 -6.331 0.462
H 5.609 -8.302 0.404
H 4.315 -7.151 0.821
H 4.904 -7.271 -0.866
H 5.777 -5.473 0.263
C -6.353 1.971 0.205
O -6.567 1.383 1.481
H -6.905 2.910 0.151
H -5.286 2.167 0.069
H -6.714 1.295 -0.575
H -6.069 0.554 1.501
C 8.652 -3.866 1.783
O 9.286 -5.085 1.429
H 9.418 -3.120 1.996
H 8.031 -3.520 0.953
H 8.036 -4.018 2.673
H 8.586 -5.727 1.245
C 0.746 -6.475 -3.079
O 0.097 -6.139 -1.866
H 0.100 -7.140 -3.654
H 0.936 -5.565 -3.656
H 1.689 -6.984 -2.861
H 0.692 -5.549 -1.380
C -1.333 -3.515 -6.543
O -2.119 -3.579 -5.364
H -1.523 -2.563 -7.040
H -0.272 -3.582 -6.284
H -1.605 -4.334 -7.213
H -1.932 -4.429 -4.944
C -3.477 0.453 7.767
O -2.500 1.447 8.043
H -3.055 -0.527 7.991
H -4.359 0.618 8.390
H -3.756 0.492 6.710
H -2.897 2.301 7.836
C -9.597 2.911 -2.002
O -8.647 3.928 -1.718
H -9.160 1.944 -1.754
H -10.496 3.065 -1.400
H -9.853 2.930 -3.064
H -9.057 4.772 -1.945
C -4.149 -6.630 -5.467
O -2.762 -6.942 -5.430
H -4.440 -6.437 -6.500
H -4.726 -7.475 -5.080
H -4.340 -5.738 -4.864
H -2.534 -7.108 -4.507
C -6.080 -10.098 -5.480
O -5.700 -9.142 -4.501
H -5.918 -9.671 -6.470
H -5.472 -11.000 -5.372
H -7.138 -10.346 -5.364
H -5.853 -9.542 -3.636
C 2.398 -1.027 -5.376
O 3.176 -2.015 -4.720
H 2.062 -0.293 -4.642
H 3.005 -0.532 -6.138
H 1.528 -1.497 -5.841
H 3.461 -2.650 -5.389
C 4.541 2.068 -3.177
O 5.174 0.849 -3.537
H 5.308 2.815 -2.974
H 3.909 2.414 -4.000
H 3.935 1.919 -2.280
H 4.475 0.205 -3.712
```

As for the molar mass: 955.077 g mol⁻¹. The frontier orbital gap is 8.431 eV. As for the net charge: 0. Its HOMO energy is -0.30741 Ha.

(3)
Molecular formula: C34H101N7O13
Method: DFT, ωB97M-V/def2-TZVPD

Geometry as XYZ:
```
155
C34H101N7O13 (ωB97M-V/def2-TZVPD)
C -1.599 -4.577 -2.300
O -1.162 -4.629 -3.611
H -1.258 -5.488 -1.807
H -1.244 -3.729 -1.715
H -2.686 -4.655 -2.304
H -1.452 -5.480 -3.946
C -0.576 -0.351 2.721
O -0.123 0.996 2.623
H 0.039 -0.861 3.463
H -1.620 -0.436 3.025
H -0.485 -0.918 1.795
H -0.059 1.423 3.480
C 2.256 -0.131 2.619
O 3.054 1.059 2.675
H 1.566 -0.089 3.462
H 1.597 -0.174 1.752
H 2.868 -1.033 2.611
H 3.472 1.097 3.538
C -3.275 1.374 -2.382
O -2.796 0.520 -1.357
H -2.661 2.206 -2.727
H -3.560 0.843 -3.291
H -4.240 1.778 -2.075
H -1.922 0.178 -1.559
C -3.621 -2.585 -2.038
O -3.590 -3.386 -0.915
H -4.541 -2.011 -1.933
H -2.722 -1.990 -2.199
H -3.641 -3.214 -2.928
H -3.897 -2.775 -0.241
C 1.483 -3.168 0.746
O 1.468 -2.395 -0.434
H 2.236 -3.954 0.694
H 1.699 -2.461 1.547
H 0.552 -3.712 0.906
H 0.765 -1.743 -0.398
C -0.411 3.180 -3.255
C -0.244 3.508 -1.731
C -1.513 3.084 -0.921
O -2.562 3.958 -1.382
C -3.593 4.224 -0.407
N 0.869 2.735 -1.327
H -0.525 2.118 -3.476
H 0.436 3.743 -3.646
H -1.286 3.668 -3.683
H -0.068 4.583 -1.707
H -1.360 3.269 0.143
H -1.797 2.051 -1.122
H -3.184 4.718 0.475
H -4.045 3.295 -0.060
H -4.349 4.856 -0.872
H 1.675 3.147 -1.775
H 0.981 2.695 -0.324
C -0.685 -2.234 -3.326
C 0.072 -1.652 -4.483
C 1.218 -0.678 -4.173
O 0.617 0.465 -3.633
C 1.439 1.593 -3.701
N 0.620 -2.755 -5.260
H -1.089 -3.203 -3.618
H -1.461 -1.560 -2.964
H -0.043 -2.531 -2.497
H -0.617 -1.240 -5.220
H 1.712 -0.426 -5.111
H 1.985 -1.113 -3.533
H 2.067 1.700 -4.586
H 2.070 1.776 -2.832
H 0.764 2.448 -3.667
H -0.244 -3.065 -5.682
H 0.997 -3.479 -4.666
C 6.035 1.486 -0.561
C 4.821 1.250 0.334
C 4.366 -0.290 0.362
O 3.929 -0.775 -0.912
C 2.952 -0.049 -1.685
N 5.217 1.493 1.667
H 6.403 2.499 -0.396
H 5.820 1.511 -1.629
H 6.864 0.793 -0.417
H 3.981 1.853 -0.012
H 3.605 -0.514 1.109
H 5.230 -0.888 0.652
H 2.092 0.103 -1.032
H 2.557 -0.517 -2.587
H 3.265 0.927 -2.053
H 5.821 0.753 1.996
H 4.373 1.373 2.208
C -4.236 -2.346 2.142
C -4.797 -1.499 1.020
C -3.773 -0.467 0.403
O -3.325 0.401 1.455
C -2.241 1.226 1.051
N -5.250 -2.433 0.003
H -3.823 -1.675 2.895
H -3.372 -2.934 1.832
H -5.038 -3.016 2.453
H -5.622 -0.914 1.426
H -4.322 0.008 -0.411
H -2.954 -0.935 -0.143
H -2.013 1.786 1.958
H -2.608 1.903 0.280
H -1.319 0.715 0.773
H -6.106 -2.054 -0.378
H -5.572 -3.258 0.487
C 0.241 -2.984 2.672
C 1.027 -3.604 3.809
C 1.179 -2.678 5.036
O 1.774 -1.400 4.689
C 1.544 -0.425 5.647
N 0.237 -4.774 4.254
H 0.158 -3.730 1.882
H 0.836 -2.152 2.294
H -0.705 -2.525 2.958
H 2.048 -3.811 3.486
H 1.847 -3.089 5.793
H 0.223 -2.574 5.550
H 0.487 -0.163 5.608
H 2.082 0.516 5.531
H 1.667 -0.873 6.633
H 0.789 -5.414 4.807
H -0.174 -5.352 3.535
C 0.546 0.894 0.056
C 0.031 0.029 -1.146
C -0.875 -1.108 -0.740
O -0.376 -1.938 0.344
C -1.381 -2.857 0.637
N -0.563 1.026 -2.025
H -0.236 1.412 0.611
H 1.305 1.573 -0.334
H 0.950 0.204 0.797
H 0.934 -0.260 -1.684
H -0.980 -1.694 -1.653
H -1.796 -0.636 -0.399
H -1.034 -3.634 1.318
H -1.805 -3.299 -0.265
H -2.165 -2.412 1.250
H -0.171 1.955 -1.957
H -0.286 0.840 -2.978
C 2.347 2.166 1.117
C 1.323 3.278 1.425
C 1.550 4.595 0.630
O 0.916 5.775 1.267
C 0.985 6.978 0.472
N 0.064 2.685 1.320
H 2.475 2.100 0.036
H 2.070 1.208 1.558
H 3.329 2.406 1.523
H 1.376 3.580 2.471
H 1.243 4.492 -0.410
H 2.606 4.790 0.443
H 0.402 7.695 1.048
H 0.721 6.919 -0.584
H 2.043 7.232 0.409
H -0.626 3.318 1.699
H 0.089 1.797 1.800
```

As for the molar mass: 816.218 g mol⁻¹. The frontier orbital gap is 7.168 eV. The calculation puts the energy above the lowest of the compared OMol25 structures with the same formula, charge and spin at 4437.2 kJ/mol. As for the net charge: 0. Its HOMO energy is -0.25451 Ha.

| no. | E_tot (eV) |
| --- | --- |
| 1 | -114717.66469 |
| 2 | -105101.60987 |
| 3 | -73895.26260 |